{
  "formula": "C21H49O15P3",
  "method": "ωB97M-V/def2-TZVPD",
  "symbols": ["C", "H", "H", "C", "H", "C", "H", "H", "O", "H", "H", "P", "H", "H", "H", "O", "C", "H", "C", "C", "C", "H", "C", "O", "H", "H", "H", "H", "H", "C", "H", "H", "O", "H", "C", "H", "O", "H", "H", "O", "O", "H", "C", "H", "H", "C", "C", "H", "C", "O", "H", "C", "H", "H", "H", "C", "O", "O", "H", "H", "H", "H", "O", "O", "C", "P", "O", "C", "H", "H", "H", "H", "C", "H", "O", "O", "H", "C", "H", "H", "C", "H", "H", "H", "H", "H", "P", "H"],
  "coordinates": [[-17.46655, -0.98938, -3.65851], [-23.54051, -1.89240, -11.68353], [-11.43180, -3.18254, -12.67403], [-13.23381, -3.02502, -7.59726], [-21.15226, -5.17921, -13.65584], [-25.37754, -1.54803, -10.62435], [-17.87898, -1.49615, -2.78605], [-24.07379, -4.82937, -4.70415], [-13.82423, -5.72623, -9.47878], [-26.82588, -4.78508, -12.56918], [-17.66962, -3.21363, -11.08634], [-20.03629, -2.42317, -6.31578], [-17.99916, -0.04264, -3.74845], [-17.66567, -2.85322, -4.87108], [-21.71021, -4.33779, -12.04152], [-20.51903, -6.84216, -11.18708], [-14.27612, -2.59886, -6.50606], [-17.31939, -1.43046, -5.83620], [-20.34864, 0.09529, -9.26690], [-15.71030, -3.95177, -11.65594], [-25.60689, -4.91939, -10.87378], [-15.16022, -3.19303, -6.73724], [-16.61395, -3.00415, -10.91374], [-19.18027, -1.69408, -5.13135], [-15.87616, -3.71824, -12.70762], [-21.63022, -7.31401, -12.92717], [-23.67733, -0.25017, -10.82602], [-24.84067, -4.50610, -11.52969], [-20.68641, -2.11521, -9.27299], [-17.83961, -1.77968, -4.94429], [-19.91758, -4.31718, -8.28284], [-21.00185, 0.32231, -10.10945], [-24.76078, -3.56206, -7.51235], [-13.91957, -2.96532, -5.54342], [-20.70288, -1.25925, -8.59833], [-23.10183, -4.29730, -6.78486], [-23.23236, -3.75419, -9.53870], [-17.88603, -5.17906, -8.35241], [-11.73378, -5.64868, -11.75446], [-21.50835, -2.55096, -6.00391], [-14.28686, -3.87581, -11.28212], [-9.71706, -3.36760, -12.09141], [-21.55556, -6.57298, -12.13130], [-14.50095, -1.53246, -6.52429], [-24.53043, -0.60482, -12.38593], [-19.68072, -4.80419, -7.33689], [-26.91386, -5.09365, -11.52748], [-16.40049, -0.88797, -3.45519], [-10.62155, -3.87073, -12.43326], [-19.82297, -5.08113, -12.17978], [-18.87611, -6.64745, -8.25440], [-24.55566, -4.02026, -5.25301], [-17.90305, -6.15071, -6.89150], [-10.09299, -4.29435, -13.28723], [-20.74256, 0.74819, -8.48803], [-21.20007, -5.14481, -12.56743], [-18.42926, -5.87391, -10.64245], [-13.82419, -3.21394, -8.89089], [-24.07971, -3.05005, -5.11064], [-10.52381, -5.20202, -10.72559], [-12.40173, -2.32594, -7.68117], [-22.50549, -6.47528, -11.60577], [-19.19288, -3.81546, -6.47747], [-25.00366, -1.86559, -9.33322], [-18.52689, -5.77482, -7.70244], [-13.50327, -4.35309, -9.99794], [-19.68941, -1.53071, -7.64310], [-19.51978, -5.94240, -11.30322], [-27.62352, -4.34773, -11.16960], [-21.66725, -1.21489, -8.09224], [-25.89090, -2.30487, -11.21743], [-25.94123, -0.61794, -10.55163], [-24.17468, -4.45262, -6.67103], [-16.11444, -4.96329, -11.61615], [-11.99173, -4.00346, -10.44440], [-25.90718, -4.18569, -9.71372], [-25.21044, -5.88838, -10.57052], [-11.27467, -4.73951, -11.36620], [-24.42823, -5.44953, -7.03154], [-20.54250, -5.32593, -6.92068], [-24.14044, -1.01202, -11.45309], [-25.62338, -3.83677, -5.13304], [-12.74692, -3.96858, -7.35081], [-16.46954, -3.13616, -9.84145], [-27.36866, -6.08047, -11.44106], [-19.27864, 0.26222, -9.39060], [-24.58965, -3.36099, -9.12513], [-16.42708, -2.01854, -11.34004]],
  "lowdin_spin": [0.002, 0.000, 0.000, 0.000, 0.000, 0.000, 0.001, 0.000, 0.000, 0.000, 0.000, -0.022, 0.001, 0.016, 0.000, 0.000, 0.000, 0.015, 0.011, 0.000, 0.000, 0.000, 0.000, 0.143, 0.000, 0.000, 0.000, 0.000, 0.026, 0.035, 0.010, 0.000, 0.037, 0.000, 0.042, 0.011, 0.007, 0.003, 0.000, 0.162, 0.000, 0.000, 0.000, 0.000, 0.000, 0.034, 0.000, 0.000, 0.000, 0.000, 0.000, 0.004, 0.002, 0.000, 0.003, 0.000, 0.001, 0.000, 0.001, 0.000, 0.000, 0.000, 0.184, 0.000, 0.012, 0.000, 0.201, 0.000, 0.000, 0.009, 0.000, 0.000, 0.023, 0.000, 0.000, 0.001, 0.000, 0.000, 0.004, 0.018, 0.000, 0.001, 0.000, 0.000, 0.000, 0.001, 0.001, 0.000],
  "s_squared": 0.76,
  "fmax_ev_per_a": 5.73,
  "charge": 1,
  "energy_ha": -2982.05080,
  "multiplicity": 2
}